1.
This record from the Open Molecules 2025 dataset describes a single C4H7BN2O2 molecule at a distorted geometry. The level of theory is ωB97M-V with the def2-TZVPD basis set.

Summary:
LUMO level in eV: 0.2
Kohn-Sham gap in eV: 8.7873
Multiplicity: 1
Highest occupied orbital energy in eV: -8.575
ΔE to the lowest compared entry with this formula, charge and spin in kcal/mol: 72.6

Last column: Löwdin charge in e.
Positions of all 16 atoms, in Å:
B (1.128, -0.031, 1.203)  -0.74
C (0.321, 0.841, -2.353)  -0.25
C (0.440, -0.105, -0.090)  0.18
C (-0.766, -0.145, -0.729)  -0.40
C (-1.961, -0.608, 0.133)  0.00
N (-0.869, 0.368, -1.914)  0.06
N (1.386, 0.883, -1.564)  0.16
O (0.622, -0.421, 2.426)  0.13
O (2.419, 0.455, 1.117)  0.11
H (0.243, 1.334, -3.376)  0.13
H (-1.730, -1.620, 0.495)  0.09
H (-1.984, -0.013, 1.050)  0.08
H (-2.786, -0.435, -0.546)  0.08
H (2.402, 0.998, -1.587)  0.11
H (1.259, -0.254, 3.187)  0.13
H (2.818, 0.464, 2.027)  0.12

Force components x, y, z for each atom (eV/Å):
1.5838 0.1730 1.1546
0.1498 1.2471 -0.8454
0.4125 1.4317 -3.8179
1.2669 -0.2357 3.8905
1.6375 0.1925 -0.7213
0.2698 0.8596 -2.8108
-3.3380 -2.8241 2.9341
0.7054 0.2256 1.2376
0.9218 0.1375 1.7688
0.6511 -0.7904 1.3023
-0.7391 0.0566 -0.5499
-0.2880 0.2266 -0.3477
-0.6723 -0.5545 0.4813
-0.9169 0.1220 -0.6379
-1.3728 -0.3927 -1.5511
-0.2714 0.1252 -1.4873

***

2.
This record from the Open Molecules 2025 dataset describes a single C4H7BO2 molecule at a distorted geometry. The level of theory is ωB97M-V with the def2-TZVPD basis set.

Summary:
LUMO level in eV: 0.5
Kohn-Sham gap in eV: 9.3304
Multiplicity: 1
Highest occupied orbital energy in eV: -8.819
Structure (SMILES): CB(C=O)CC=O
ΔE to the lowest compared entry with this formula, charge and spin in kcal/mol: 84.6

Last column: Löwdin charge in e.
Positions of all 14 atoms, in Å:
B (-0.426, -0.074, -0.147)  -0.20
C (-1.748, -1.134, -0.815)  -0.17
C (2.134, 0.590, -0.015)  -0.25
C (-0.863, 0.626, 1.120)  -0.02
C (1.010, -0.074, -0.759)  -0.09
O (-1.752, -2.252, -0.428)  0.04
O (2.069, 1.784, 0.230)  0.04
H (-2.457, -0.631, -1.373)  0.06
H (2.991, -0.031, 0.303)  0.12
H (-0.935, -0.100, 1.958)  0.10
H (-1.952, 0.977, 1.079)  0.11
H (-0.191, 1.260, 1.486)  0.00
H (1.114, -1.148, -0.781)  0.10
H (1.005, 0.206, -1.859)  0.15

Force components x, y, z for each atom (eV/Å):
-1.8770 -1.2212 -1.5200
5.1152 2.8455 2.3643
-0.9605 1.5430 -0.0882
-4.0349 -2.4870 0.1745
-0.2620 -0.2965 -1.1055
-0.6794 -2.0442 0.1232
0.5761 -1.2344 -0.0486
-2.4739 0.5784 -1.7124
0.0064 0.1193 0.0336
-0.0402 -0.2977 -0.4977
1.5815 0.0089 -0.0165
2.4096 3.3986 1.2683
0.6273 -0.8327 -0.1878
0.0118 -0.0800 1.2128

***

Question: Among the records above, which one has the lowest Kohn-Sham gap?
Answer: C4H7BN2O2

***

Copy entry 2 word for word.
This record from the Open Molecules 2025 dataset describes a single C4H7BO2 molecule at a distorted geometry. The level of theory is ωB97M-V with the def2-TZVPD basis set.

Summary:
LUMO level in eV: 0.5
Kohn-Sham gap in eV: 9.3304
Multiplicity: 1
Highest occupied orbital energy in eV: -8.819
Structure (SMILES): CB(C=O)CC=O
ΔE to the lowest compared entry with this formula, charge and spin in kcal/mol: 84.6

Last column: Löwdin charge in e.
Positions of all 14 atoms, in Å:
B (-0.426, -0.074, -0.147)  -0.20
C (-1.748, -1.134, -0.815)  -0.17
C (2.134, 0.590, -0.015)  -0.25
C (-0.863, 0.626, 1.120)  -0.02
C (1.010, -0.074, -0.759)  -0.09
O (-1.752, -2.252, -0.428)  0.04
O (2.069, 1.784, 0.230)  0.04
H (-2.457, -0.631, -1.373)  0.06
H (2.991, -0.031, 0.303)  0.12
H (-0.935, -0.100, 1.958)  0.10
H (-1.952, 0.977, 1.079)  0.11
H (-0.191, 1.260, 1.486)  0.00
H (1.114, -1.148, -0.781)  0.10
H (1.005, 0.206, -1.859)  0.15

Force components x, y, z for each atom (eV/Å):
-1.8770 -1.2212 -1.5200
5.1152 2.8455 2.3643
-0.9605 1.5430 -0.0882
-4.0349 -2.4870 0.1745
-0.2620 -0.2965 -1.1055
-0.6794 -2.0442 0.1232
0.5761 -1.2344 -0.0486
-2.4739 0.5784 -1.7124
0.0064 0.1193 0.0336
-0.0402 -0.2977 -0.4977
1.5815 0.0089 -0.0165
2.4096 3.3986 1.2683
0.6273 -0.8327 -0.1878
0.0118 -0.0800 1.2128